[1]
Formula: C39H42Cl2N3STa
Source: the OMol25 dataset
Level of theory: the ωB97M-V functional and the def2-TZVPD basis

```
88
Properties=species:S:1:pos:R:3
Ta 0.30901 -0.20030 0.33137
C -0.49286 1.30344 1.96409
C -0.87241 1.98299 0.69533
C -2.27068 1.63298 0.48248
C -2.69543 0.89273 1.60393
C -1.67745 0.73177 2.53783
C -1.84280 0.28408 3.95499
C -2.94894 -0.76008 4.12694
C -0.53933 -0.24617 4.55295
C -2.25693 1.57094 4.70571
C -3.29289 2.00509 -0.57987
C -3.78613 3.43208 -0.26605
C -2.78577 1.92135 -2.02475
C -4.52036 1.07918 -0.51425
C -0.14630 3.31668 0.46025
C -0.20995 3.89952 -0.95271
C 1.35002 3.20283 0.81644
C -0.78670 4.32133 1.43880
H 0.24028 1.74997 2.62267
H -3.69053 0.52452 1.75349
H -2.73760 -1.66123 3.55656
H -3.91277 -0.36657 3.82305
H -3.02863 -1.02863 5.17673
H -0.27308 -1.19727 4.09607
H -0.67304 -0.41177 5.61822
H 0.27933 0.45880 4.43100
H -3.14050 2.01387 4.25245
H -1.45367 2.30362 4.69940
H -2.48749 1.32045 5.73716
H -3.05995 4.18762 -0.54152
H -4.01105 3.53063 0.79229
H -4.69494 3.62951 -0.82556
H -1.87843 2.48731 -2.18765
H -3.54507 2.33491 -2.68458
H -2.63710 0.88059 -2.31191
H -5.10438 1.23687 0.38558
H -4.24195 0.02984 -0.58106
H -5.17359 1.29894 -1.35358
H 0.34198 3.28688 -1.66335
H 0.24809 4.88540 -0.93778
H -1.22507 4.04184 -1.29812
H 1.82325 2.32306 0.36845
H 1.52032 3.18710 1.88891
H 1.86524 4.08112 0.43508
H -1.80343 4.55959 1.15108
H -0.20930 5.24028 1.43527
H -0.80759 3.93024 2.45156
N 9.58375 -1.92165 -3.94852
C 8.57649 -1.66681 -3.47078
C 7.32680 -1.37314 -2.86747
C 7.03114 -0.08175 -2.43318
C 5.79937 0.18613 -1.86951
C 4.86630 -0.83655 -1.70676
C 5.17131 -2.13117 -2.12142
C 6.39229 -2.39666 -2.70802
C 3.55839 -0.53959 -1.07805
C 3.40494 -0.86174 0.27412
C 4.38451 -1.46317 1.09245
C 3.84701 -1.56630 2.36534
C 2.56862 -1.03425 2.29575
N 2.26972 -0.60357 1.04946
C 2.58734 0.04604 -1.89255
C 2.74952 0.40441 -3.25110
C 1.54633 0.93798 -3.67844
C 0.68537 0.87214 -2.58806
N 1.28272 0.33862 -1.50220
H 7.76689 0.70158 -2.52852
H 5.55999 1.18296 -1.53157
H 4.44497 -2.92209 -1.99421
H 6.63501 -3.39594 -3.03394
H 5.35768 -1.78201 0.77252
H 4.32166 -1.97997 3.23072
H 1.85682 -0.93489 3.09420
H 3.64305 0.28066 -3.83077
H 1.31263 1.32714 -4.65153
H -0.34334 1.18099 -2.54954
Cl -1.25403 -1.29824 -1.35688
C -1.13425 -2.98609 -0.98710
C -1.34378 -3.94772 -1.95983
C -1.24530 -5.28632 -1.59963
C -0.94329 -5.65219 -0.29848
C -0.75670 -4.68492 0.67725
Cl -0.42624 -5.11987 2.30379
C -0.83385 -3.32520 0.33447
S -0.63741 -2.09675 1.55449
H -1.58258 -3.66824 -2.97435
H -1.41349 -6.05245 -2.33968
H -0.85735 -6.69250 -0.02928
```

Calculated values
Orbital gap = 0.2265 hartree
Net charge = +2
LUMO energy = -7.78 eV
ΔE to the lowest compared entry with this formula, charge and spin = 2.584 eV
HOMO = -13.9 eV

Atomic partial charges in e from the Mulliken method, atoms 1 to 4: 0.0365, 0.0402, 1.3675, -1.1041

[2]
Formula: C39H42ClI2P
Source: the OMol25 dataset
Level of theory: the ωB97M-V functional and the def2-TZVPD basis

```
85
Properties=species:S:1:pos:R:3
C -5.01143 -0.66742 -1.45774
C -5.71936 0.61235 -0.98331
I -5.57779 0.79394 1.16914
C -7.20285 0.73034 -1.37577
I -7.39378 1.82975 -3.20252
P -8.03834 -0.91197 -1.53524
Cl -9.94996 -0.29383 -1.11900
H -5.50224 -1.09466 -2.33450
H -4.94422 -1.41355 -0.66899
H -3.98570 -0.42982 -1.74412
H -5.16964 1.47594 -1.34714
H -7.73959 1.32186 -0.63751
H -7.65072 -1.30289 -0.22884
C 0.02780 3.33088 3.57620
C -0.97782 2.56795 4.15364
C -2.01431 2.08129 3.36920
C -2.04462 2.35381 2.00871
C -1.03940 3.11837 1.43309
C -0.00344 3.60802 2.21664
H 0.83734 3.71236 4.18552
H -0.95339 2.35238 5.21445
H -2.80140 1.48812 3.82035
H -2.85702 1.96545 1.40571
H -1.06180 3.33144 0.37186
H 0.78158 4.20510 1.76957
C -1.06562 -1.48705 3.01712
C -2.19334 -1.47623 2.20842
C -2.52584 -2.60056 1.46622
C -1.73472 -3.73893 1.53465
C -0.60857 -3.74990 2.34535
C -0.27257 -2.62413 3.08471
H -0.80303 -0.60564 3.58830
H -2.81268 -0.59006 2.15412
H -3.40542 -2.59098 0.83474
H -1.99569 -4.61747 0.95838
H 0.00723 -4.63884 2.40122
H 0.60909 -2.63237 3.71283
C 1.87018 -7.33679 2.27448
C 1.74012 -6.90823 0.96092
C 1.96043 -7.79457 -0.08401
C 2.30659 -9.11117 0.18532
C 2.43474 -9.54036 1.49900
C 2.21831 -8.65297 2.54372
H 1.70076 -6.64501 3.09012
H 1.46739 -5.88159 0.75033
H 1.86245 -7.45891 -1.10829
H 2.47646 -9.80340 -0.62917
H 2.70353 -10.56757 1.70872
H 2.32139 -8.98697 3.56804
C -7.22639 -2.43035 -7.70588
C -7.53270 -1.56732 -6.66302
C -6.64197 -0.56391 -6.30741
C -5.44609 -0.42216 -6.99784
C -5.13995 -1.28388 -8.04199
C -6.02964 -2.28902 -8.39480
H -7.92043 -3.21364 -7.98230
H -8.46609 -1.67609 -6.12520
H -6.87980 0.10505 -5.48933
H -4.75199 0.36179 -6.72162
H -4.20816 -1.17212 -8.58140
H -5.79013 -2.96295 -9.20724
C 4.25184 4.16042 1.64346
C 3.70181 3.72402 2.84071
C 3.84460 4.48971 3.98963
C 4.53276 5.69410 3.94066
C 5.08083 6.13149 2.74287
C 4.94246 5.36362 1.59488
H 4.14160 3.56195 0.74769
H 3.15976 2.78746 2.87738
H 3.42004 4.14719 4.92497
H 4.64199 6.29189 4.83631
H 5.61683 7.07112 2.70359
H 5.37400 5.70391 0.66226
C 10.06673 5.35682 0.24716
C 8.82349 5.00868 0.75652
C 8.01111 4.12586 0.05950
C 8.44300 3.58619 -1.14416
C 9.68714 3.93275 -1.65251
C 10.49799 4.81950 -0.95778
H 10.70059 6.04622 0.78990
H 8.48557 5.42366 1.69793
H 7.04216 3.85675 0.45845
H 7.80973 2.89555 -1.68619
H 10.02525 3.51159 -2.59053
H 11.46707 5.09182 -1.35562
```

Calculated values
Orbital gap = 0.3400 hartree
LUMO energy = -0.11 eV
HOMO = -9.4 eV

Atomic partial charges in e from the Mulliken method, atoms 1 to 4: -1.3910, -0.4460, 0.0338, -0.7460

Number 1: energy -3050.639915 Eh. Number 2: energy -2908.225175 Eh.